Density functional theory data (ωB97M-V/def2-TZVPD) for a cluster of 2 separate species, C5H13N2O in total at a distorted geometry.

Properties
HOMO-LUMO gap: 9.76 eV
relative energy (zero: lowest compared OMol25 entry of this formula, charge and spin): 2.784 eV
lowest unoccupied orbital energy: -3.353 eV
largest force on an atom: 1.02 eV/A
total charge: +1
E_tot: -10415.4117 eV

Positions of all 21 atoms, in Å:
C (-0.29, 1.29, 1.63)
O (-0.03, 0.55, 2.83)
C (-1.51, 0.66, 1.03)
C (-2.41, 1.26, 0.26)
H (0.57, 1.16, 0.97)
H (-0.47, 2.33, 1.89)
H (0.84, 0.81, 3.15)
H (-1.68, -0.38, 1.32)
H (-3.32, 0.77, -0.04)
H (-2.24, 2.29, -0.03)
C (1.64, -1.14, -1.47)
C (0.34, -0.88, -1.29)
N (-0.32, 0.20, -2.07)
N (2.33, -2.14, -0.87)
H (2.24, -0.57, -2.17)
H (-0.28, -1.23, -0.48)
H (-1.22, 0.45, -1.63)
H (0.25, 1.05, -2.01)
H (-0.48, -0.03, -3.04)
H (1.93, -2.59, -0.07)
H (3.33, -2.04, -0.81)

Here are the natural (NBO) charges for atoms 1 to 5, given in e: -0.12, -0.71, -0.18, -0.46, 0.16